Record 1
Here is 2 unconnected molecules or ions with the total composition C3H12N2O from the OMol25 dataset. Energies are from wB97M-V/def2-TZVPD.

Structure (XYZ):
```
18
Properties=species:S:1:pos:R:3:forces:R:3
N -0.084 -0.214 -0.423 0.8 -1.3 -0.1
C -0.694 1.049 0.009 0.5 -1.4 -0.9
C -1.480 0.791 1.280 0.2 0.6 0.2
C 0.481 1.989 0.180 -0.3 1.6 1.2
N 0.092 3.375 0.421 0.6 -1.0 -0.5
H -0.515 -0.789 -1.136 -0.5 0.7 -0.1
H 0.074 -0.871 0.333 0.1 0.3 0.2
H -1.317 1.332 -0.845 -0.2 0.5 0.3
H -2.159 1.579 1.592 -0.1 0.1 -0.1
H -2.007 -0.137 1.159 -0.5 -0.3 0.0
H -0.761 0.658 2.089 0.0 -0.1 0.1
H 1.223 1.928 -0.604 -0.1 -0.3 -0.5
H 1.002 1.732 1.103 0.2 -0.5 0.0
H 0.240 3.715 1.351 -0.6 0.5 -0.4
H -0.464 3.787 -0.303 -0.2 0.6 0.6
H 1.942 -5.218 -0.967 0.1 -0.2 0.2
H 1.107 -5.611 -2.137 -0.1 -0.3 0.1
O 1.462 -5.979 -1.316 0.0 0.5 -0.3
```
Positions in Å, forces in eV/Å.

Summary:
ΔE to the lowest compared entry with this formula, charge and spin, kcal per mole: 15.3
Net charge: 0
Orbital gap, eV: 9.28
Structure (SMILES): C[C@H](N)CN.O
Energy, hartree: -306.2195

***

Record 2
Here is a molecular structure, C2H3Br2OP from the OMol25 dataset. Energies are from wB97M-V/def2-TZVPD.

Structure (XYZ):
```
9
Properties=species:S:1:pos:R:3:forces:R:3
C -1.278 -0.492 0.799 -0.3 0.1 0.2
C -0.492 0.510 0.447 0.3 -0.6 -0.2
O 1.964 2.005 -1.836 -0.1 -0.1 0.1
P 0.918 0.278 -0.685 0.1 1.4 -0.3
Br 2.397 -0.682 0.587 0.4 -0.3 0.4
Br 0.323 -1.290 -2.051 -0.3 -0.6 -0.3
H -2.078 -0.352 1.508 -0.2 0.1 0.1
H -1.159 -1.495 0.409 0.1 0.0 0.0
H -0.595 1.518 0.823 0.0 0.1 0.1
```
Positions in Å, forces in eV/Å.

Summary:
<S²>: 2.011
ΔE to the lowest compared entry with this formula, charge and spin, kcal per mole: 23.9
Net charge: 0
Orbital gap (spin up / spin down), eV: 8.23 / 8.92
Energy, hartree: -5642.4866
Spin multiplicity: 3

***

Record 3
Here is C4H10 in the gas phase from the OMol25 dataset. Energies are from wB97M-V/def2-TZVPD.

Structure (XYZ):
```
14
Properties=species:S:1:pos:R:3:forces:R:3
C 1.451 -0.579 -1.227 -2.9 -0.2 1.2
C 0.677 -0.203 0.137 2.2 -0.6 -0.6
C -0.611 0.491 -0.135 -0.3 2.1 0.7
C -1.453 0.409 1.128 2.7 -1.2 2.2
H 1.783 0.277 -1.755 0.5 1.0 -0.3
H 0.562 -0.949 -1.841 1.6 -0.2 0.4
H 2.269 -1.289 -1.142 -0.2 -0.2 0.1
H 0.583 -1.109 0.751 -0.6 -0.2 -0.5
H 1.186 0.422 0.874 0.8 0.3 -0.5
H -0.425 1.607 -0.474 -0.4 -2.2 0.5
H -1.161 -0.038 -0.867 -0.5 -0.3 -1.3
H -0.845 0.759 2.049 -1.0 -0.2 -1.4
H -2.379 0.863 1.126 -1.9 1.3 -0.2
H -1.636 -0.661 1.376 0.1 0.5 -0.3
```
Positions in Å, forces in eV/Å.

Summary:
ΔE to the lowest compared entry with this formula, charge and spin, kcal per mole: 19.7
Net charge: 0
Orbital gap, eV: 12.48
Structure (SMILES): CCCC
Energy, hartree: -158.3715

***

Record 4
Here is 9 unconnected molecules or ions with the total composition C14H32BBr10N3O8 from the OMol25 dataset. Energies are from wB97M-V/def2-TZVPD.

Structure (XYZ):
```
68
Properties=species:S:1:pos:R:3:forces:R:3
N 2.359 -2.898 4.424 1.4 0.1 0.4
H 2.116 -3.670 5.028 -0.3 -1.0 -0.2
H 3.110 -3.097 3.778 0.2 -0.9 -0.1
H 2.722 -2.192 5.049 -0.4 0.8 0.1
H 1.571 -2.613 3.861 -1.3 0.6 0.0
N 3.859 -1.550 -1.240 1.2 0.3 0.8
H 4.581 -1.324 -1.908 0.2 -0.5 -0.8
H 4.049 -2.401 -0.729 0.2 -0.6 -0.2
H 2.936 -1.599 -1.648 -1.0 0.2 -0.8
H 3.924 -0.802 -0.564 -0.7 0.5 0.2
N 5.126 0.691 3.031 0.7 -0.9 1.0
H 5.592 0.309 3.841 0.6 0.0 0.6
H 5.780 1.315 2.580 0.0 0.4 -0.5
H 4.284 1.110 3.399 -1.1 0.7 -0.4
H 4.893 -0.140 2.506 -0.2 0.2 -0.7
O 0.198 -1.503 3.502 0.5 -0.2 0.6
C 0.480 -0.856 2.537 -1.0 1.2 -2.5
O -0.050 -0.964 1.330 -0.7 -1.2 1.8
B 0.490 -0.054 0.344 -1.9 -0.8 -0.5
O 1.424 0.712 1.090 1.5 1.4 2.6
C 1.510 0.306 2.367 0.4 0.3 -1.2
O 2.354 0.667 3.164 -0.2 -0.4 -0.3
O 1.284 -0.865 -0.605 0.6 0.2 -1.2
C 0.963 -0.474 -1.843 -1.1 -0.5 -2.0
O 1.410 -0.879 -2.908 0.3 0.5 2.6
C -0.268 0.455 -1.712 -2.8 1.8 -3.2
O -0.610 0.592 -0.439 2.3 -0.6 0.6
O -0.910 0.931 -2.663 2.5 -1.6 2.8
Br -0.552 4.403 -0.650 0.6 0.1 -1.1
C 0.202 4.254 -2.513 -0.6 0.3 -0.1
C 1.254 5.290 -2.867 0.6 -0.4 0.5
Br 2.017 4.700 -4.606 -0.2 0.4 0.7
H -0.622 4.388 -3.215 -0.2 -0.2 0.4
H 0.543 3.222 -2.600 0.2 0.3 0.1
H 2.055 5.307 -2.128 0.2 -0.2 -0.3
H 0.922 6.325 -2.948 -0.4 -0.3 -0.3
Br -1.695 2.469 1.991 -0.2 0.3 0.0
C -3.093 2.079 3.287 0.0 0.1 0.5
C -2.892 0.631 3.631 0.1 -0.9 0.0
Br -4.048 0.044 5.087 0.1 0.1 -0.1
H -4.073 2.332 2.882 0.2 -0.3 -0.3
H -2.968 2.723 4.157 0.3 -0.1 -0.1
H -1.871 0.398 3.934 -0.1 0.4 0.3
H -3.065 -0.058 2.805 -0.4 0.3 -0.1
Br -4.439 4.422 -1.458 0.2 -0.2 0.1
C -4.855 2.544 -1.207 0.2 -1.0 -1.3
C -4.078 1.653 -2.232 -0.6 0.6 0.0
Br -4.810 -0.202 -2.017 0.8 0.9 -0.1
H -5.907 2.438 -1.473 0.1 0.1 0.3
H -4.695 2.225 -0.177 0.2 0.3 -0.2
H -2.990 1.718 -2.252 -0.1 -0.5 1.0
H -4.287 1.932 -3.265 -0.7 0.0 0.1
Br 0.919 -4.327 1.491 -0.6 -0.4 -0.1
C -0.902 -5.025 1.902 0.0 -1.0 0.8
C -1.261 -4.792 3.363 -0.3 1.2 0.0
Br 0.043 -5.497 4.656 -0.3 0.0 -0.3
H -0.954 -6.107 1.779 0.9 0.0 -0.4
H -1.600 -4.647 1.155 0.1 0.6 0.4
H -2.220 -5.239 3.624 0.2 -0.3 -0.2
H -1.368 -3.736 3.609 0.2 0.0 -0.1
Br 0.619 0.924 -7.609 -0.4 -0.3 0.4
C 0.217 -0.584 -6.436 0.6 -1.0 0.7
C -1.194 -0.647 -5.935 -0.8 0.2 0.1
Br -1.565 -2.306 -4.775 0.5 1.3 -1.0
H 0.841 -0.518 -5.544 0.3 0.2 -0.3
H 0.486 -1.494 -6.972 0.0 0.2 -0.1
H -1.907 -0.658 -6.759 -0.1 -0.3 0.3
H -1.384 0.208 -5.287 -0.2 -0.3 0.1
```
Positions in Å, forces in eV/Å.

Summary:
ΔE to the lowest compared entry with this formula, charge and spin, kcal per mole: 42.2
Net charge: +2
Orbital gap, eV: 5.03
Energy, hartree: -27083.4440

***

Record 5
Here is 2 unconnected molecules or ions with the total composition C4H14NOS from the OMol25 dataset. Energies are from wB97M-V/def2-TZVPD.

Structure (XYZ):
```
21
Properties=species:S:1:pos:R:3:forces:R:3
C 0.880 -1.050 1.702 -1.0 -0.5 1.6
C -0.153 0.112 1.893 -0.7 -0.6 -1.2
C -0.348 0.940 0.586 0.8 -1.2 -0.2
S -1.400 0.045 -0.598 -0.7 0.6 -0.5
C -2.497 1.452 -1.032 0.7 1.1 0.4
N 1.008 -1.550 0.291 1.4 1.8 -0.5
H 1.839 -0.730 2.082 0.5 0.0 -0.5
H 0.617 -1.916 2.341 -0.1 0.5 -0.5
H 0.222 0.811 2.629 0.0 -0.2 0.5
H -1.113 -0.371 2.195 0.7 0.8 0.0
H 0.644 1.043 0.120 -0.2 0.4 0.0
H -0.758 1.935 0.663 -0.1 0.1 0.6
H -3.191 1.309 -1.846 -0.3 -0.9 0.1
H -1.905 2.319 -1.410 -0.1 -0.7 0.6
H -2.986 1.722 -0.079 -0.1 0.0 -0.8
H 1.490 -2.434 0.149 -0.5 -0.4 0.4
H 0.152 -1.449 -0.275 0.0 -0.5 0.1
H 1.671 -0.881 -0.150 -0.5 -0.3 -0.4
H 3.662 0.027 -1.055 -0.3 0.4 0.4
H 3.617 -0.162 -2.470 -0.6 0.0 -0.6
O 3.003 0.080 -1.762 0.9 -0.5 0.5
```
Positions in Å, forces in eV/Å.

Summary:
ΔE to the lowest compared entry with this formula, charge and spin, kcal per mole: 26.5
Net charge: +1
Orbital gap, eV: 9.11
Energy, hartree: -688.7204

***

Record 6
Here is a molecular structure, C12H15BrCrN2OS5 from the OMol25 dataset. Energies are from wB97M-V/def2-TZVPD.

Structure (XYZ):
```
37
Properties=species:S:1:pos:R:3:forces:R:3
Cr -2.619 1.926 -0.058 0.3 1.3 -0.2
C 2.640 3.019 0.895 0.0 0.0 0.0
C 2.649 2.326 -0.461 -0.1 -0.1 0.0
N 1.992 1.016 -0.446 0.2 0.2 0.1
C 2.836 -0.154 -0.187 -0.1 0.1 -0.1
C 2.844 -0.614 1.264 0.0 0.0 0.1
C 0.649 0.913 -0.526 -0.1 -0.8 0.1
S -0.255 2.324 -0.808 -0.3 0.0 0.0
N 0.218 -0.391 -0.411 0.4 0.7 -0.1
C -1.053 -0.667 -0.342 -0.6 -0.2 0.0
O -2.019 0.147 -0.221 0.2 -1.2 0.1
C -1.464 -2.119 -0.383 0.2 0.4 0.1
C -0.518 -3.129 -0.482 0.1 -0.1 0.0
C -0.918 -4.458 -0.496 0.0 0.1 0.0
C -2.269 -4.773 -0.410 0.0 0.0 0.0
C -3.215 -3.762 -0.308 0.1 0.1 0.0
C -2.814 -2.432 -0.291 -0.1 -0.2 0.0
H 3.206 3.950 0.838 0.0 0.0 0.0
H 3.088 2.394 1.668 0.0 0.0 0.0
H 1.617 3.257 1.187 0.0 0.0 0.0
H 3.670 2.164 -0.809 0.0 0.0 0.0
H 2.145 2.953 -1.192 0.0 0.0 0.0
H 3.844 0.121 -0.498 0.0 0.0 0.0
H 2.496 -0.966 -0.824 0.0 0.0 0.0
H 3.290 0.132 1.923 0.0 0.0 0.0
H 3.422 -1.537 1.354 0.0 0.0 0.0
H 1.828 -0.811 1.603 0.0 0.0 0.0
H 0.529 -2.858 -0.546 0.0 0.0 0.0
H -0.178 -5.245 -0.572 0.0 0.0 0.0
H -2.582 -5.810 -0.419 0.0 0.0 0.0
H -4.267 -4.005 -0.235 0.0 0.0 0.0
H -3.534 -1.629 -0.189 0.0 0.0 0.0
S -2.344 3.595 1.556 -0.1 -0.1 0.2
S -1.538 5.079 0.393 0.0 0.0 -0.2
S -3.122 5.437 -0.883 -0.1 -0.1 0.1
S -3.550 3.516 -1.559 0.1 0.0 -0.1
Br -4.707 1.090 0.875 -0.1 -0.1 0.1
```
Positions in Å, forces in eV/Å.

Summary:
<S²>: 3.881
Net charge: -1
Orbital gap (spin up / spin down), eV: 6.06 / 6.54
Energy, hartree: -6260.6759
Spin multiplicity: 4

***

Record 7
Here is C3H5N3S2 in the gas phase from the OMol25 dataset. Energies are from wB97M-V/def2-TZVPD.

Structure (XYZ):
```
13
Properties=species:S:1:pos:R:3:forces:R:3
C -0.055 0.531 -0.532 0.1 1.9 0.1
C 0.987 -1.192 0.538 -0.8 -0.4 1.5
C -0.112 -0.122 0.812 1.3 -1.2 -0.6
H -0.597 2.071 -1.645 0.0 0.1 -0.5
H -1.116 2.358 -0.060 0.9 -2.4 -1.3
H 2.033 -1.576 -1.127 0.4 -0.2 -0.6
H 0.211 0.446 1.692 -0.2 0.3 -0.4
H -2.487 0.055 0.556 0.3 -0.1 0.1
N -0.836 1.610 -0.789 -1.2 2.4 1.0
N 0.786 0.079 -1.408 -1.0 -0.2 1.4
N 1.342 -0.993 -0.714 0.7 -0.7 -0.1
S 1.554 -2.340 1.602 -0.2 0.6 -0.6
S -1.712 -0.927 1.075 -0.3 -0.1 0.1
```
Positions in Å, forces in eV/Å.

Summary:
ΔE to the lowest compared entry with this formula, charge and spin, kcal per mole: 19.2
Net charge: 0
Orbital gap, eV: 8.31
Structure (SMILES): NC1=NNC(=S)[C@@H]1S
Energy, hartree: -1077.9264

***

Record 8
Here is 2 unconnected molecules or ions with the total composition C6H17N5OP from the OMol25 dataset. Energies are from wB97M-V/def2-TZVPD.

Structure (XYZ):
```
30
Properties=species:S:1:pos:R:3:forces:R:3
C -1.631 1.846 3.981 1.1 0.2 0.4
P -1.697 2.168 2.061 -0.6 0.2 0.9
C -1.095 3.992 1.901 1.2 0.6 0.4
C -0.432 0.927 1.347 2.6 -1.9 -0.4
C 0.070 1.126 -0.234 1.4 1.0 -0.1
N -0.163 -0.240 -0.912 1.1 -0.2 1.4
C -0.130 -1.161 0.298 -2.4 1.9 -0.4
N 0.601 -2.291 0.571 -2.1 2.4 -0.2
N -1.132 -0.442 1.226 1.1 -1.5 -0.5
H -2.265 0.907 4.282 1.1 2.1 -0.6
H -1.996 2.854 4.465 0.4 -2.2 -0.8
H -0.521 1.684 4.363 -2.2 0.3 -0.8
H 0.069 4.061 1.711 -2.3 0.0 0.4
H -1.670 4.547 1.045 1.1 -1.2 1.7
H -1.316 4.525 2.940 0.4 -1.2 -2.3
H 0.486 0.624 2.038 -1.6 1.2 -1.3
H -0.472 2.066 -0.726 1.0 -2.5 0.7
H 1.246 1.231 -0.385 -2.7 0.3 0.8
H -1.097 -0.194 -1.419 1.4 -1.0 1.0
H 0.159 -3.015 1.203 0.8 1.6 -0.3
H 1.588 -2.460 0.270 -1.5 0.2 -0.5
H -1.947 -0.246 0.596 0.6 -0.4 0.8
C 1.550 -2.355 -4.035 0.1 0.9 -1.2
O 1.270 -1.273 -4.526 -0.1 -0.1 0.3
N 1.192 -2.702 -2.786 -0.7 -0.1 2.0
N 2.241 -3.298 -4.701 0.6 -0.6 -0.8
H 1.413 -3.589 -2.365 -0.1 0.1 -0.2
H 0.669 -2.021 -2.251 0.2 -0.1 -0.4
H 2.530 -3.077 -5.645 -0.1 -0.1 0.3
H 2.481 -4.195 -4.314 0.0 0.2 -0.1
```
Positions in Å, forces in eV/Å.

Summary:
Net charge: +1
Orbital gap, eV: 6.09
Energy, hartree: -928.8086